No. 1
C11H14N2O4PPdSe as an isolated structure. Source: the OMol25 dataset; level of theory: the ωB97M-V functional and the def2-TZVPD basis.

Computed properties:
calculated total energy: -100914.5954 eV
energy above the lowest of the compared OMol25 structures with the same formula, charge and spin: 9.5 kJ/mol
spin multiplicity: 1
HOMO: -11.70 eV
total charge: +1

Structure (XYZ):
```
34
Properties=species:S:1:pos:R:3:forces:R:3
Se 1.39984 0.27259 -2.20110 0.2 -0.4 0.1
C -0.41557 -2.04130 2.15101 -0.1 0.1 0.1
C -2.15453 -0.58671 3.64149 0.0 0.1 0.0
H 3.42867 1.39465 2.78248 0.0 0.0 0.0
H -2.36237 -2.31743 4.89044 0.0 0.0 0.0
O -2.73091 2.05230 2.53754 0.0 0.0 0.0
C -1.52631 -0.07178 2.51592 0.0 -0.1 0.0
H 1.84911 3.46659 0.65790 0.0 0.0 0.0
H 2.43278 -0.06475 2.61365 0.0 0.0 0.0
C -1.75787 1.33127 1.99900 -0.1 0.0 0.0
N 1.34193 3.14415 -2.98635 0.0 0.0 0.0
H 4.20744 0.54757 -1.05527 0.0 0.0 0.0
H 1.22904 -4.55320 1.04934 0.0 0.0 0.0
H -3.28213 1.55746 3.15510 0.0 0.0 0.0
C 0.55328 -2.81071 1.29063 0.0 0.0 -0.3
P 2.54086 1.18533 0.54801 -0.1 -0.1 0.1
C 1.34582 2.02823 -2.69737 -0.1 0.4 0.0
H 2.79553 3.16450 -0.80785 0.0 0.0 0.0
H -2.82871 0.00837 4.24289 0.0 0.0 0.0
H -0.79160 -3.66844 3.49456 0.0 0.0 0.0
C -1.01633 -2.64150 3.25059 0.0 0.0 0.0
C 2.50936 0.99030 2.35364 0.1 0.1 -0.1
H 4.89839 0.72660 0.58010 0.0 0.0 0.0
H 3.62170 3.30895 0.76258 0.0 0.0 0.0
C -1.89033 -1.89174 4.01582 0.0 -0.1 0.0
N -0.65689 -0.77931 1.79575 0.2 -0.1 0.1
H 1.66067 1.53721 2.76381 0.0 0.0 0.0
O -1.07993 1.79272 1.12027 0.2 0.1 0.1
O 1.17257 -2.33039 0.37902 0.0 0.0 0.1
Pd 0.58932 0.34755 -0.00270 -0.1 0.1 -0.2
C 4.04877 0.35728 0.00369 -0.1 0.0 0.0
H 3.93839 -0.71629 0.15464 0.0 0.0 0.0
C 2.72223 2.95193 0.25704 0.0 -0.1 0.0
O 0.61706 -4.09063 1.64333 0.0 -0.1 0.1
```
Positions in Å, forces in eV/Å.

Mulliken atomic charge list, values in e, 5 entries: atom 1 (Se): -0.114, atom 2 (C): 0.521, atom 3 (C): -0.641, atom 4 (H): 0.457, atom 5 (H): 0.458

=====

No. 2
A single C11H14N2O4S molecule. Source: the OMol25 dataset; level of theory: the ωB97M-V functional and the def2-TZVPD basis.

Computed properties:
calculated total energy: -33640.5183 eV
energy above the lowest of the compared OMol25 structures with the same formula, charge and spin: 0.0 kJ/mol
spin multiplicity: 1
structure (SMILES): Cc1scc(C(=O)NNC(=O)CCC(=O)O)c1C
HOMO: -8.92 eV
total charge: 0

Structure (XYZ):
```
32
Properties=species:S:1:pos:R:3:forces:R:3
S -3.73445 1.67499 -0.55889 0.4 -0.6 0.2
C 4.37804 0.28636 -0.84367 -0.1 -0.1 0.0
H 4.71346 2.20010 0.10945 -0.1 0.0 0.1
N 0.48114 0.90969 0.90535 0.6 0.5 0.1
C -5.28555 -0.62369 -0.14509 0.0 -0.1 0.0
C -2.04418 1.57171 -0.32168 -0.3 0.0 -0.1
O 3.53915 -1.61000 0.36963 0.1 -0.1 0.2
H 5.42082 -0.03008 -0.81635 -0.1 0.0 0.0
O 2.19328 2.67071 -0.21937 -0.1 0.2 -0.2
H -1.43722 2.43431 -0.51707 0.2 0.2 0.0
H 4.40780 0.85722 1.24258 0.0 0.0 0.0
O 0.25637 -1.12934 -0.04017 0.0 -0.2 0.0
C -3.93552 0.00075 -0.15480 0.2 0.4 -0.1
H 1.82667 -1.62483 -1.24715 0.3 0.2 0.2
H -6.04758 0.11018 -0.39272 -0.1 0.0 0.0
C 2.65532 1.68213 0.30600 0.2 0.1 0.2
C -1.64732 0.31282 0.03832 -0.4 0.3 -0.2
H -3.02508 -2.19476 1.51260 0.0 -0.1 0.1
H -5.50460 -1.04041 0.83814 -0.1 0.0 0.0
H 2.20202 -0.09446 1.30543 0.0 0.1 0.0
H -3.19096 -2.66180 -0.17832 0.0 -0.1 0.0
H -5.33455 -1.43679 -0.87002 -0.1 0.0 0.0
H 4.14811 0.72713 -1.81273 0.1 0.0 0.0
H 0.14068 1.86067 0.95376 0.0 -0.2 0.1
C -2.74328 -0.60052 0.12409 -0.1 0.1 0.0
C -0.23577 -0.05401 0.25810 0.3 0.2 0.1
C 3.47372 -0.90567 -0.60716 0.3 0.0 0.0
C 4.12439 1.30095 0.28787 -0.1 0.0 -0.2
O 2.54418 -1.02674 -1.54078 -0.3 0.0 -0.6
N 1.87129 0.81675 1.01097 -0.7 -0.5 0.1
H -1.58522 -2.34614 0.49305 0.0 -0.1 0.0
C -2.62518 -2.03725 0.51064 0.0 0.0 0.0
```
Positions in Å, forces in eV/Å.

Mulliken atomic charge list, values in e, 5 entries: atom 1 (S): -0.242, atom 2 (C): -0.468, atom 3 (H): 0.361, atom 4 (N): -0.248, atom 5 (C): -1.156

=====

No. 3
C11H14N2OPRh as an isolated structure. Source: the OMol25 dataset; level of theory: the ωB97M-V functional and the def2-TZVPD basis.

Computed properties:
calculated total energy: -28952.0477 eV
spin multiplicity: 5
⟨S²⟩: 6.0410
HOMO (spin up / spin down): -4.36 / -8.20 eV
total charge: 0

Structure (XYZ):
```
30
Properties=species:S:1:pos:R:3:forces:R:3
C 0.79409 0.49200 2.45274 1.9 0.6 -2.2
C -0.85601 2.51533 -2.65789 2.3 2.0 -0.6
O 2.88519 1.58160 2.11146 0.0 0.0 0.6
N 2.14361 1.37540 4.26988 0.2 0.0 0.1
H -2.23590 -1.27630 0.83929 -0.1 0.1 0.3
C -0.30901 0.16652 3.26667 -1.4 -0.5 1.6
H 3.04518 1.69246 4.59046 -0.1 0.0 0.0
H 1.47471 0.40613 0.33497 0.2 -0.2 0.5
H 1.59960 0.82485 4.92366 0.2 0.2 -0.4
H -1.38612 -3.85984 -2.77141 0.8 -0.7 0.1
C 0.74340 0.12488 1.08933 -0.9 -0.2 1.6
C 0.50897 2.13796 -2.82022 -2.5 1.5 1.4
H -2.31496 -0.70467 3.32260 0.3 0.3 0.0
C 0.49036 0.75022 -3.11078 -2.9 -2.8 -1.1
C -1.70413 1.51988 -3.18466 0.8 -0.9 0.9
H -1.26300 -0.64440 -3.56295 0.2 0.0 -0.2
H 1.35209 0.08246 -3.12190 -0.3 0.2 -0.1
H 1.38964 2.75005 -2.62435 -0.4 -0.2 0.0
N -0.28961 -0.62381 0.66189 1.7 1.1 -1.8
Rh -0.31260 -2.08188 -0.74518 0.7 2.8 1.5
H -0.29497 0.43052 4.33245 -0.2 -0.1 -0.5
C -1.42706 -0.46184 2.73506 0.1 -0.2 -0.4
C -1.40492 -0.83071 1.38373 -1.4 -0.1 1.9
H -1.16209 3.50942 -2.31913 0.0 -0.4 -0.4
P -0.26835 -3.84238 -1.85611 -0.3 -2.6 -1.8
C -0.89548 0.34408 -3.33463 2.6 0.5 0.1
H -0.45874 -5.02804 -1.05319 0.1 0.3 -0.9
H 0.88472 -4.17192 -2.67176 -0.9 -0.1 0.4
C 2.03531 1.18618 2.90815 -0.9 -0.3 -0.6
H -2.76394 1.63585 -3.38818 0.2 -0.2 0.1
```
Positions in Å, forces in eV/Å.

Mulliken atomic charge list, values in e, 5 entries: atom 1 (C): 0.449, atom 2 (C): -0.194, atom 3 (O): -0.678, atom 4 (N): -0.389, atom 5 (H): 0.436

=====

No. 4
A single C11H14N2OS molecule. Source: the OMol25 dataset; level of theory: the ωB97M-V functional and the def2-TZVPD basis.

Computed properties:
calculated total energy: -27496.5648 eV
energy above the lowest of the compared OMol25 structures with the same formula, charge and spin: 142.7 kJ/mol
spin multiplicity: 1
structure (SMILES): c1sc(NC2=NCCO2)c2c1CCCC2
HOMO: -7.56 eV
total charge: 0

Structure (XYZ):
```
29
Properties=species:S:1:pos:R:3:forces:R:3
C -0.14678 0.02553 1.05272 0.9 0.1 -0.4
C 0.10850 0.84249 2.21466 0.4 0.4 -0.5
C -1.11464 -0.89525 3.57265 0.7 0.1 -0.5
C -0.64962 -1.95654 2.53677 -1.2 0.1 0.8
C 0.31724 0.60922 -0.12500 -0.6 0.0 1.8
H 0.00805 -1.11624 -1.24806 0.0 0.4 0.5
O 0.38799 -0.69302 -3.59297 0.0 -0.2 0.3
S 0.94276 2.24006 0.16357 -0.2 -1.2 0.5
H -0.57725 1.08232 4.25650 -0.1 0.3 0.1
H 0.33776 -2.37145 2.74457 0.1 0.4 0.2
H -2.12685 -0.54851 3.32060 0.2 -0.2 -0.1
C 0.85872 1.43995 -4.46217 0.0 1.0 0.9
H -0.67148 0.14226 -5.24935 0.6 -0.3 0.7
H -1.34341 -2.80361 2.64689 0.2 0.1 -0.3
H 0.28878 2.24356 -4.97280 0.4 -0.4 0.4
C 0.48085 0.24417 -2.59638 -0.4 2.9 -1.2
C -0.16719 0.31195 3.61462 0.2 -0.2 -0.6
H 1.92049 1.56358 -4.71179 -0.1 0.1 0.2
H 1.00506 -0.36445 -5.59346 -0.3 -0.3 0.5
H 1.06692 2.74225 2.66490 -0.1 0.1 -0.6
C -0.70347 -1.40425 1.12353 0.4 0.7 -0.1
N 0.25207 -0.13263 -1.29703 0.3 -0.7 -2.1
H -0.12382 -2.10210 0.51147 0.0 0.2 -0.3
C 0.36361 0.09297 -4.82396 -0.7 -1.2 -1.4
C 0.71559 2.04631 1.90393 -0.7 -1.3 -0.2
H -1.71974 -1.39198 0.72879 -0.2 -0.1 0.1
H -1.15463 -1.32539 4.56432 -0.1 -0.2 0.3
H 0.79339 0.01556 4.05593 -0.1 -0.1 0.0
N 0.65114 1.46326 -3.00347 0.3 -0.5 1.1
```
Positions in Å, forces in eV/Å.

Mulliken atomic charge list, values in e, 5 entries: atom 1 (C): 0.412, atom 2 (C): 0.266, atom 3 (C): -0.847, atom 4 (C): -0.882, atom 5 (C): 0.078

=====

No. 5
An isolated ion of composition C11H14N3O and charge -1. Source: the OMol25 dataset; level of theory: the ωB97M-V functional and the def2-TZVPD basis.

Computed properties:
calculated total energy: -18149.5779 eV
energy above the lowest of the compared OMol25 structures with the same formula, charge and spin: 0.0 kJ/mol
spin multiplicity: 1
structure (SMILES): C/C(=N/C=C1C=C[N-]C=C1)C(C)(C)N=O
HOMO: -2.15 eV
total charge: -1

Structure (XYZ):
```
29
Properties=species:S:1:pos:R:3:forces:R:3
C 2.35081 -0.21866 -0.10501 0.1 0.1 -0.2
H -2.79175 -0.17364 2.00756 -0.1 0.0 0.1
H -1.84965 2.20741 1.39616 -0.2 0.1 0.1
N -1.62612 -1.86283 -0.08915 0.7 -2.3 2.1
H -1.12265 2.75335 -0.11459 0.0 -0.1 0.0
C 4.32248 1.03886 0.48665 0.1 0.0 0.0
H 0.56016 -1.31052 -0.63249 0.3 0.0 0.1
H 2.33205 1.79559 0.68055 0.0 0.0 0.0
H -3.98662 0.37510 0.80885 0.1 0.1 0.0
C -1.76756 1.99389 0.32792 -0.1 -0.1 0.1
C 0.97284 -0.35537 -0.28062 -0.5 -1.3 -0.3
H -3.61943 -1.06570 -1.59081 -0.1 -0.1 -0.1
C -2.79767 -0.36282 -1.45207 -0.1 -0.3 0.1
C -2.19033 -0.53275 -0.04562 -0.6 1.2 0.2
C 3.25677 -1.25956 -0.44140 -0.1 0.0 0.1
C -1.14805 0.63373 0.10930 0.0 -0.1 0.0
C -3.25849 -0.39696 1.05118 0.1 -0.3 -0.1
H 5.31282 -1.83234 -0.59852 -0.1 -0.1 0.0
C 2.95898 0.96514 0.38856 -0.1 0.0 0.1
H -3.17691 0.64488 -1.60640 0.0 0.0 0.1
H 2.87616 -2.20765 -0.79788 0.0 -0.1 -0.1
H -2.02928 -0.57118 -2.19117 0.0 0.0 -0.1
H -3.78149 -1.34951 1.15045 -0.1 0.1 0.0
H -2.76215 2.08673 -0.10519 -0.1 0.1 0.0
C 4.60497 -1.05674 -0.31847 0.2 0.1 0.0
H 4.80272 1.93570 0.87179 -0.1 0.1 0.0
N 0.11927 0.61819 0.01219 0.1 0.7 0.2
O -1.73153 -2.56011 0.94522 0.0 2.0 -2.4
N 5.16965 0.06777 0.13299 0.6 0.0 0.1
```
Positions in Å, forces in eV/Å.

Mulliken atomic charge list, values in e, 5 entries: atom 1 (C): 1.028, atom 2 (H): 0.336, atom 3 (H): 0.218, atom 4 (N): -0.156, atom 5 (H): 0.423